Entry 1:
{"formula": "C5H4O2", "method": "wB97M-V/def2-TZVPD", "symbols": ["O", "C", "C", "C", "C", "C", "O", "H", "H", "H", "H"], "xyz": [[-1.0987, 2.0371, 1.5707], [-0.7741, 1.5416, 0.5677], [-0.4238, 1.0654, -0.6229], [-0.3260, -0.3696, -0.9632], [0.2907, -1.3330, -0.2652], [1.1127, -0.8226, 0.8251], [0.3231, -0.7226, 1.7391], [-0.3680, 1.8236, -1.4001], [-0.7772, -0.6689, -1.8944], [0.0274, -2.3867, -0.2899], [2.0139, -0.1643, 0.7331]], "forces_ev_per_a": [[0.355, -0.568, -1.057], [-0.108, 0.373, 0.526], [0.288, -0.068, 0.062], [0.107, -0.439, -0.495], [0.785, 0.018, -1.847], [-2.479, 1.284, 0.441], [1.465, 0.346, 2.794], [-0.090, -0.073, 0.115], [-0.761, 0.017, -0.011], [0.436, 0.107, -0.655], [0.003, -0.997, 0.127]], "charge": 0, "smiles": "O=C=C/C=C\\C=O", "e_lumo_ev": 0.44}



Entry 2:
{"formula": "C5H4O3", "method": "wB97M-V/def2-TZVPD", "symbols": ["C", "C", "C", "O", "C", "O", "C", "O", "H", "H", "H", "H"], "xyz": [[1.7270, -0.6136, 0.0192], [0.5044, -0.0313, -0.1315], [-0.0622, 1.2367, -0.0607], [-1.4902, 1.1002, -0.2010], [-1.8206, -0.2822, -0.2940], [-2.9466, -0.7529, 0.2336], [-0.5182, -0.9763, -0.2502], [-0.3648, -2.1302, -0.1850], [2.6198, 0.2133, 0.4682], [1.5854, -1.7333, 0.2697], [0.5036, 2.0306, -0.6915], [0.2623, 1.9391, 0.8232]], "forces_ev_per_a": [[0.646, 2.963, 3.009], [4.403, -2.185, 0.391], [1.441, 6.460, 0.457], [-0.360, -1.464, -0.591], [-6.311, 0.437, 5.505], [6.320, 2.917, -4.156], [-1.564, -0.177, -0.944], [-0.420, -4.108, -0.051], [-2.301, -3.151, -1.769], [1.272, 1.841, -0.902], [-1.696, -1.465, -0.755], [-1.431, -2.067, -0.195]], "charge": 0, "smiles": "C=C1COC(=O)C1=O", "e_lumo_ev": -1.57}



Entry 3:
{"formula": "C5H4O3", "method": "wB97M-V/def2-TZVPD", "symbols": ["C", "C", "C", "C", "C", "H", "H", "H", "H", "O", "O", "O"], "xyz": [[0.9404, -0.9066, -0.2729], [0.9658, 0.4932, 0.3484], [-0.4127, -1.0126, 0.3644], [-1.1971, 0.1241, -0.3564], [-0.1536, 1.1810, -0.3803], [1.9153, 0.9313, 0.7279], [-0.9262, -1.8789, 0.6711], [-1.9363, -0.0480, -1.1386], [-0.0484, 1.8606, -1.2822], [1.8291, -1.7131, -0.5938], [0.3119, -0.3923, 1.4334], [-1.2880, 1.3614, 0.4788]], "forces_ev_per_a": [[4.278, -3.353, -1.260], [1.343, -1.175, 1.098], [-0.947, 1.076, -0.427], [0.759, 1.196, 1.267], [-1.491, 0.671, -0.483], [-0.945, -0.109, -0.519], [-0.360, -1.157, 0.078], [0.151, 0.153, 0.381], [0.204, -0.772, 1.491], [-2.841, 2.515, 0.514], [-0.155, 2.172, -0.671], [0.006, -1.216, -1.469]], "charge": 0, "e_lumo_ev": 0.75}



Entry 4:
{"formula": "C5H4O3P", "method": "wB97M-V/def2-TZVPD", "symbols": ["C", "C", "C", "C", "C", "O", "O", "P", "O", "H", "H", "H", "H"], "xyz": [[-1.4407, -0.1787, 1.0376], [-1.4789, 0.0725, -0.2860], [-0.3674, 0.4674, -1.2033], [0.7606, 0.9612, -0.8393], [1.6668, 1.0095, 0.1631], [2.1547, 1.8788, 0.8517], [2.3846, -0.3095, 0.2186], [1.6442, -1.5706, -0.4825], [0.7530, -2.1778, 0.4460], [-0.5286, 0.0197, 1.5319], [-2.3092, -0.5653, 1.5632], [-2.4801, -0.1090, -0.7152], [-0.7589, 0.5019, -2.2858]], "forces_ev_per_a": [[-0.216, 0.476, -1.659], [-1.062, -0.829, 0.784], [-3.978, -0.164, -1.201], [1.834, 0.459, -0.624], [1.245, -0.128, 0.533], [-0.195, 0.228, 0.230], [-0.314, -0.184, -0.094], [2.670, 2.029, -2.156], [-2.376, -1.955, 2.370], [0.763, -0.122, 0.889], [0.189, 0.202, 0.000], [0.582, 0.087, -0.355], [0.857, -0.098, 1.282]], "charge": -1, "smiles": "C=CC=C=C([O-])OP=O", "e_lumo_ev": 4.09}



Entry 5:
{"formula": "C5H4O4", "method": "wB97M-V/def2-TZVPD", "symbols": ["C", "C", "C", "C", "C", "O", "O", "O", "O", "H", "H", "H", "H"], "xyz": [[-0.9292, 1.3913, -0.1294], [-0.2339, 0.2659, -0.2334], [-1.3521, -0.8437, -0.0553], [-2.6571, -0.0770, -0.0404], [1.2475, -0.0909, -0.1887], [-2.3357, 1.1823, -0.0736], [-1.2308, -2.0167, 0.2362], [1.5284, -0.0956, 1.2211], [1.4373, -1.2537, -0.9302], [-0.5116, 2.3377, -0.0918], [1.7264, 0.8196, -0.5191], [2.4352, 0.2857, 1.3176], [0.8756, -1.9049, -0.5130]], "forces_ev_per_a": [[1.529, -2.514, -0.489], [-1.621, -1.638, 0.509], [1.932, 0.183, 0.582], [-1.632, 0.288, -0.085], [-2.236, 1.557, 0.920], [-0.158, -0.244, 0.117], [0.072, 1.402, -0.695], [1.497, -0.312, -0.501], [1.167, 1.151, 0.505], [-0.054, 1.976, 0.090], [0.923, -0.482, -1.209], [-1.034, -0.708, 0.087], [-0.385, -0.660, 0.170]], "charge": 0, "e_lumo_ev": -1.76}



Entry 6:
{"formula": "C5H4OS", "method": "wB97M-V/def2-TZVPD", "symbols": ["O", "C", "C", "C", "C", "S", "C", "H", "H", "H", "H"], "xyz": [[-2.0123, -0.5757, -2.0938], [-1.7849, 0.0460, -1.1100], [-0.5410, -0.0379, -0.3040], [0.6113, -0.8658, -0.5242], [1.6636, -0.6993, 0.3061], [1.1921, 0.6650, 1.3804], [-0.3837, 0.7041, 0.7663], [-2.6050, 0.6258, -0.5244], [0.6701, -1.7176, -1.2904], [2.7450, -1.0298, 0.3708], [-1.1776, 1.2051, 1.3018]], "forces_ev_per_a": [[-0.186, -0.216, -1.339], [-0.658, -0.213, 2.774], [-0.016, -1.730, -2.189], [0.728, -2.731, -2.300], [0.376, 2.197, 1.072], [0.746, -1.103, 0.472], [0.243, 1.767, 2.214], [0.844, -0.253, -1.057], [-0.386, 1.631, 0.944], [-1.857, 0.109, -0.367], [0.167, 0.541, -0.223]], "charge": 0, "smiles": "O=Cc1ccsc1", "e_lumo_ev": 0.44}



Entry 7:
{"formula": "C5H4S", "method": "wB97M-V/def2-TZVPD", "symbols": ["C", "C", "C", "C", "C", "S", "H", "H", "H", "H"], "xyz": [[2.3416, -0.2747, 1.2734], [1.6903, -0.1020, 0.3135], [0.6480, 0.1027, -0.5170], [-0.7342, -0.2187, -0.0830], [-1.8836, 0.1464, -0.7697], [-3.3610, 0.0720, -0.1515], [2.9776, -0.2421, 2.1940], [0.8276, 0.7049, -1.4917], [-0.8548, -0.6924, 0.9474], [-1.6516, 0.5040, -1.7152]], "forces_ev_per_a": [[3.608, -0.090, 4.493], [-0.520, -0.213, -0.580], [-6.466, 0.818, -2.356], [5.873, -0.210, 1.503], [-0.356, -0.172, 0.500], [-0.786, -0.022, 0.081], [-0.990, -0.310, -1.637], [-0.544, -1.289, 1.604], [0.328, 0.618, -1.541], [-0.147, 0.870, -2.068]], "charge": 0, "smiles": "C#C/C=C/C=S", "e_lumo_ev": [-1.51, -1.51]}



Entry 8:
{"formula": "C5H4S3", "method": "wB97M-V/def2-TZVPD", "symbols": ["C", "C", "C", "C", "C", "S", "S", "S", "H", "H", "H", "H"], "xyz": [[-1.8921, 0.7322, 0.8153], [-1.0773, 1.0108, 1.8457], [0.9730, -0.2866, 0.7371], [0.3851, -0.3627, -0.4530], [1.0130, -0.8462, -1.7560], [-1.0277, 1.7773, 3.2336], [2.3964, -0.7136, 1.4596], [-1.3263, 0.1652, -0.7840], [-2.9052, 1.1426, 0.8643], [2.0593, -1.1728, -1.3846], [0.4217, -1.5875, -2.1475], [0.9801, 0.1414, -2.4305]], "forces_ev_per_a": [[0.969, 0.490, 0.614], [0.154, -1.813, -3.222], [-1.635, 0.521, -0.429], [-0.528, 0.128, 0.317], [2.237, 3.896, 1.894], [0.068, 1.086, 2.397], [0.627, -0.098, 0.224], [0.091, -0.132, 0.485], [-0.029, -0.219, -0.430], [-1.426, 0.436, -1.293], [-1.101, -1.986, -1.369], [0.573, -2.309, 0.812]], "charge": -2, "e_lumo_ev": [5.66, 5.74]}



Entry 9:
{"formula": "C5H5AgCl15F", "method": "wB97M-V/def2-TZVPD", "symbols": ["Ag", "F", "C", "Cl", "Cl", "Cl", "H", "C", "Cl", "Cl", "Cl", "H", "C", "Cl", "Cl", "Cl", "H", "C", "Cl", "Cl", "Cl", "H", "C", "Cl", "Cl", "Cl", "H"], "xyz": [[-19.8659, 12.9107, 36.7584], [-21.6273, 13.8729, 37.5188], [-24.5450, 14.6827, 38.7555], [-24.4016, 13.2540, 39.7961], [-25.0827, 15.9616, 39.8068], [-25.6769, 14.3929, 37.4487], [-23.5740, 14.8908, 38.3028], [-20.6747, 13.4007, 40.7949], [-21.7440, 12.6336, 41.9688], [-19.9692, 12.1819, 39.7270], [-19.4217, 14.3303, 41.5852], [-21.2574, 14.0817, 40.1851], [-23.2270, 10.8571, 36.7981], [-24.8891, 11.2397, 36.4089], [-22.7024, 9.3724, 36.0521], [-23.0101, 10.6881, 38.5538], [-22.6268, 11.6910, 36.4559], [-20.1739, 17.0607, 38.6825], [-18.9084, 17.3219, 39.8554], [-20.3919, 18.4571, 37.6541], [-21.6931, 16.6415, 39.5039], [-19.9402, 16.2086, 38.0568], [-23.2584, 15.3455, 35.0331], [-21.9735, 16.5500, 35.1735], [-22.7144, 13.9829, 34.0185], [-24.7090, 16.0521, 34.3787], [-23.3876, 14.9254, 36.0214]], "forces_ev_per_a": [[-0.469, 0.377, 0.334], [-0.004, -0.284, -0.189], [-0.173, 0.270, -1.227], [0.316, -0.444, 0.165], [0.104, -0.193, 0.271], [-0.010, 0.054, 0.224], [0.196, -0.077, 0.384], [-0.097, 0.380, 0.077], [0.000, -0.068, 0.004], [0.261, -0.349, -0.165], [0.021, -0.093, 0.079], [-0.015, -0.114, -0.127], [-0.404, 0.305, -0.542], [-0.020, -0.172, 0.055], [0.157, -0.106, 0.069], [-0.223, 0.433, 0.408], [0.199, 0.091, 0.177], [-0.141, -0.180, -0.139], [0.220, 0.067, 0.036], [-0.018, 0.184, -0.070], [-0.207, 0.102, 0.141], [0.092, -0.013, 0.005], [0.716, -0.162, -0.111], [-0.040, -0.030, -0.001], [-0.007, -0.042, 0.056], [-0.205, -0.012, 0.109], [-0.250, 0.075, -0.022]], "spin_multiplicity": 2, "charge": 1, "e_lumo_ev": [-4.61, -9.98]}



no.,strongest force on any atom (Eh/bohr)
1,0.062
2,0.163
3,0.109
4,0.081
5,0.058
6,0.071
7,0.135
8,0.095
9,0.025